[1]
A single C5H7N molecule at a distorted geometry. Source: OMol25; level of theory: ωB97M-V/def2-TZVPD.

Geometry as XYZ:
```
13
Properties=species:S:1:pos:R:3:mulliken_charge:R:1
N 0.8107 2.5317 0.4910 -0.578
C 0.3503 1.4637 0.0990 0.439
C -0.3501 0.6963 -0.9945 -0.447
C -0.7060 -0.4950 -0.1265 -0.138
C 0.7206 0.4806 1.1461 -0.553
C -0.2529 -1.7415 -0.3026 -0.712
H 0.3808 0.4198 -1.7632 0.233
H -1.2158 1.1630 -1.4694 0.304
H -1.5136 -0.3176 0.5804 0.322
H 0.2995 0.4318 2.1443 0.304
H 1.6351 -0.0913 1.0028 0.296
H 0.5217 -1.9547 -1.0347 0.259
H -0.6804 -2.5866 0.2274 0.271
```

The multiplicity is 1. As for the LUMO energy (spin up / spin down): 0.08 / 0.20 eV. The calculation puts the orbital gap (spin up / spin down) at 8.77 / 8.08 eV.

***

[2]
A single C5H7N molecule. Source: OMol25; level of theory: ωB97M-V/def2-TZVPD.

Geometry as XYZ:
```
13
Properties=species:S:1:pos:R:3:mulliken_charge:R:1
C -1.0226 0.3362 -1.2649 -1.158
C 0.7800 -1.0694 -0.6068 -0.671
C -0.5707 -0.5770 -0.0985 0.412
C -0.2943 0.2063 1.1640 -0.427
C 1.0277 0.3020 1.2794 -0.521
N 1.6184 -0.4390 0.2082 0.032
H -0.1897 0.9781 -1.5741 0.326
H -1.2999 -0.2759 -2.1267 0.322
H -1.8641 0.9745 -0.9824 0.317
H -1.3037 -1.3811 0.0354 0.367
H -1.0293 0.6193 1.8451 0.380
H 1.6499 0.8089 2.0076 0.409
H 2.6183 -0.4586 0.0627 0.212
```

The multiplicity is 1. As for the LUMO energy: 1.03 eV. The calculation puts the orbital gap at 9.40 eV.

***

[3]
A single C5H7N molecule at a distorted geometry. Source: OMol25; level of theory: ωB97M-V/def2-TZVPD.

Geometry as XYZ:
```
13
Properties=species:S:1:pos:R:3:mulliken_charge:R:1
C -1.9956 0.0062 0.0314 -0.822
C -0.4866 -0.0340 -0.1634 0.593
C 0.3751 1.1523 -0.1141 -0.458
C 1.7022 0.7402 0.0336 -0.544
N 1.6578 -0.6358 -0.0307 0.003
C 0.3892 -1.1056 -0.1128 -0.605
H -2.5227 -1.1045 -0.4799 0.243
H -2.3143 -0.0191 1.2214 0.194
H -2.2945 1.0889 -0.5247 0.253
H -0.0042 2.1937 -0.0808 0.293
H 2.7050 1.1884 0.1223 0.349
H 2.4914 -1.2436 0.0355 0.228
H 0.2971 -2.2272 0.0622 0.275
```

The multiplicity is 1. As for the LUMO energy: 1.01 eV. The SMILES is Cc1cc[nH]c1. The calculation puts the orbital gap at 9.19 eV.

***

[4]
A single C5H7N molecule at a distorted geometry. Source: OMol25; level of theory: ωB97M-V/def2-TZVPD.

Geometry as XYZ:
```
13
Properties=species:S:1:pos:R:3:mulliken_charge:R:1
C 2.8297 -0.5050 0.4344 0.185
C 1.8454 0.1790 0.3343 -0.381
C 0.5880 0.9291 0.2049 -0.679
N -0.4651 -0.0244 0.1853 -0.087
C -1.0404 -0.8065 -0.8194 -0.433
C -1.8639 0.0403 0.2435 -0.514
H 3.7090 -1.1017 0.5276 0.393
H 0.4134 1.5329 1.1025 0.274
H 0.6357 1.6134 -0.6585 0.320
H -1.0488 -1.8873 -0.7123 0.192
H -0.8610 -0.4981 -1.8740 0.254
H -2.2171 -0.2406 1.2527 0.244
H -2.5250 0.7688 -0.2210 0.231
```

The multiplicity is 1. As for the LUMO energy: 1.10 eV. The SMILES is C#CCN1CC1. The calculation puts the orbital gap at 9.86 eV.

***

[5]
A molecular structure, C5H7N. Source: OMol25; level of theory: ωB97M-V/def2-TZVPD.

Geometry as XYZ:
```
13
Properties=species:S:1:pos:R:3:mulliken_charge:R:1
C 1.2183 -0.2614 0.6078 -0.767
C 0.7528 1.0625 0.0798 -0.284
C 0.5084 -0.5666 -0.6939 -0.017
C -0.9939 -0.2607 -0.5492 -0.389
N -1.5168 -0.0726 0.7731 -0.575
C -0.8028 1.0363 0.1477 -0.045
H 2.2944 -0.4249 0.5687 0.255
H 0.7840 -0.6714 1.5156 0.205
H 0.8866 0.5104 -1.2039 0.107
H 0.9444 -1.2759 -1.3966 0.521
H -1.6887 -0.4697 -1.3572 0.356
H -1.0221 -0.5568 1.5149 0.254
H -1.3646 1.9509 -0.0069 0.380
```

The multiplicity is 1. As for the LUMO energy: 0.88 eV. The calculation puts the orbital gap at 9.25 eV.

***

[6]
A gas-phase ion, C5H7N (charge +1). Source: OMol25; level of theory: ωB97M-V/def2-TZVPD.

Geometry as XYZ:
```
13
Properties=species:S:1:pos:R:3:mulliken_charge:R:1
C 1.3235 1.0892 0.6907 -0.383
C 0.8423 0.0810 1.5587 -0.276
N -0.0614 -0.6717 0.8941 -0.040
C -0.2017 -0.2050 -0.3730 0.603
C 0.6945 0.9086 -0.5049 -0.399
C -1.3079 -0.6420 -1.2536 -1.031
H 2.1541 1.7608 0.8337 0.419
H 1.1657 -0.1078 2.5672 0.418
H -0.5782 -1.4129 1.3458 0.250
H 0.7679 1.4981 -1.4005 0.433
H -2.0473 -1.1627 -0.6519 0.359
H -1.7860 0.2236 -1.6988 0.342
H -0.9656 -1.3591 -2.0074 0.306
```

The multiplicity is 2. The total charge is +1. As for the LUMO energy (spin up / spin down): -3.49 / -7.33 eV. The calculation puts the orbital gap (spin up / spin down) at 11.15 / 8.15 eV.

***

[7]
2 unconnected molecules or ions with the total composition C5H7N2 at a distorted geometry. Source: OMol25; level of theory: ωB97M-V/def2-TZVPD.

Geometry as XYZ:
```
14
Properties=species:S:1:pos:R:3:mulliken_charge:R:1
C 1.0855 -0.0862 0.1927 0.351
C 0.3690 0.7925 1.0122 -0.963
C 2.4215 -0.2961 0.2319 0.590
C -0.0737 -0.5515 -0.6221 -1.047
C -0.8517 0.5977 -0.0172 0.259
N 3.5821 -0.5063 0.2184 -0.205
N -2.2684 0.3727 0.4754 -0.321
H 0.1364 -0.5546 -2.2389 0.236
H -0.3926 -1.6026 -0.5519 0.320
H -0.8670 1.5146 -0.6819 0.293
H 4.6337 -0.7208 0.1368 0.338
H -2.7214 1.2964 0.5950 0.386
H -2.2317 -0.1281 1.4666 0.428
H -2.8217 -0.1279 -0.2169 0.336
```

The multiplicity is 1. The total charge is +1. As for the LUMO energy: -4.04 eV. The calculation puts the orbital gap at 7.88 eV.

***

[8]
A gas-phase ion, C5H7N2 (charge +1) at a distorted geometry. Source: OMol25; level of theory: ωB97M-V/def2-TZVPD.

Geometry as XYZ:
```
14
Properties=species:S:1:pos:R:3:mulliken_charge:R:1
C 0.3024 -1.0645 -3.2669 0.492
C 0.4396 -0.5247 -2.2359 -0.811
C 0.4686 0.0517 -0.6458 0.265
N -0.8191 -0.0453 -0.2124 -0.150
C -0.9205 0.0350 1.2658 -0.344
C 0.3676 0.7269 1.6569 -0.413
N 1.2592 0.2627 0.5228 -0.215
H -0.0238 -1.4937 -4.2236 0.420
H -1.6156 -0.1503 -0.8677 0.271
H -1.0778 -1.0883 1.6324 0.258
H -1.8970 0.5121 1.3833 0.332
H 0.3555 1.8129 1.7878 0.291
H 0.8735 0.4408 2.6993 0.299
H 2.2872 0.5248 0.5041 0.305
```

The multiplicity is 1. The total charge is +1. As for the LUMO energy: -4.57 eV. The SMILES is C#CC1=[NH+]CCN1. The calculation puts the orbital gap at 10.10 eV.

***

ΔE to the lowest compared entry with this formula, charge and spin per entry: 113.25; 54.65; 41.97; 96.73; 135.29; 0.00; 184.86; 113.54 kcal/mol
Total energy per entry: -249.29277; -249.38615; -249.40635; -249.31909; -249.25764; -249.18622; -303.72436; -303.83802 hartree